1.
A molecular structure, C22H27BrF5N4O2SSiZn at a distorted geometry, computed with ωB97M-V/def2-TZVPD.

Geometry as XYZ:
```
64
Properties=species:S:1:pos:R:3:forces:R:3:lowdin_charge:R:1
Br -0.59742 -1.29798 -0.11360 0.282 -0.310 -0.068 0.582
Zn -2.65109 0.44147 -0.00033 0.344 0.529 1.738 0.301
S -1.98978 2.01346 -1.41440 0.323 0.602 -0.034 0.621
Si 1.74479 -1.25174 -0.09571 -0.008 0.486 0.692 0.594
F -4.61594 2.61888 0.13151 0.685 0.804 -0.306 0.054
F -1.20066 6.94977 -0.13741 -0.741 -1.077 0.269 0.081
F -3.79448 7.20512 0.80676 0.187 -0.144 -0.183 0.106
F -0.28877 4.44732 -0.85881 -1.444 0.398 0.209 0.038
F -5.46386 5.08322 0.91558 0.928 -0.083 -0.329 0.104
O -1.66835 -0.22926 3.79776 -0.857 1.083 -1.656 -0.107
O -2.28776 0.95448 2.06956 0.455 -0.809 -0.243 -0.293
N -2.43983 -0.09874 2.84978 0.295 -0.632 0.414 -0.262
N -4.19552 -0.58221 -0.47265 -2.045 -0.553 -0.075 0.089
N -8.49523 0.89249 0.13347 1.774 -1.404 -0.584 0.107
N -7.78896 -2.93807 -1.86532 0.974 1.944 1.093 0.101
C -2.02218 5.85804 -0.05449 -0.348 0.492 -0.219 -0.117
C 2.15538 -3.07133 0.44940 -0.528 -0.015 0.074 -0.620
C 3.65052 0.40760 1.20429 -0.507 1.115 -0.237 -0.086
C -3.35524 6.01227 0.37546 0.744 0.312 0.118 -0.142
C -2.46123 3.47406 -0.54283 -0.760 1.046 0.553 -0.509
C -7.31514 -1.99874 -1.34081 -0.592 -1.697 -0.956 -0.253
C 1.76760 -0.37724 2.64848 0.117 -0.246 -0.191 -0.093
C 1.28379 -1.49644 -2.82993 0.232 -0.169 -1.100 -0.140
C -3.76192 3.67021 0.00590 0.561 -0.165 -0.209 -0.199
C -6.74045 -0.85683 -0.71191 -0.241 0.335 0.231 -0.274
C 2.25655 -0.77633 -1.90416 0.332 -0.001 0.807 -0.623
C 1.20705 -3.58366 1.57457 0.829 -0.044 0.156 -0.117
C -4.20471 4.92806 0.43658 -0.408 -0.823 0.063 -0.129
C 3.70220 -1.17937 -2.26397 0.058 -1.007 1.032 -0.091
C 1.29240 1.38132 1.00148 0.725 0.032 -0.508 -0.105
C -5.35448 -0.72983 -0.58783 0.588 0.314 0.175 -0.133
C 2.20568 0.75089 -2.09856 -0.169 -0.364 -0.649 -0.094
C -1.60444 4.60893 -0.48371 0.666 -0.991 -0.285 -0.203
C 1.93796 -4.01271 -0.75147 0.691 -0.084 -0.299 -0.125
C 2.12862 0.11557 1.23222 -0.223 -0.799 -0.204 -0.625
C 3.60847 -3.26455 0.95369 -0.304 0.164 -0.438 -0.085
C -7.65622 0.14692 -0.20839 -0.890 0.683 0.179 -0.230
H 0.23400 1.24433 1.17857 -0.237 -0.183 -0.069 0.039
H 0.68742 -0.57553 2.76002 0.415 0.197 0.021 0.067
H 2.11028 -5.06193 -0.43329 0.027 0.472 -0.125 0.089
H 1.19096 1.14442 -2.05470 0.018 0.154 0.293 0.070
H 3.79242 -2.27593 -2.41094 0.144 0.596 0.254 0.076
H 2.64622 -3.77434 -1.58270 -0.591 -0.351 0.588 0.071
H 4.23276 -0.44213 1.52596 0.205 -0.286 0.234 0.060
H 4.47281 -0.82315 -1.54823 -0.495 -0.317 -0.190 0.081
H 2.31414 -1.30414 2.87587 -0.066 0.343 0.203 0.055
H 4.34825 -2.67950 0.38764 -0.141 -0.208 0.068 0.069
H 0.91652 -3.96193 -1.11987 -0.100 0.033 -0.103 0.067
H 3.82598 -4.33583 0.80611 0.225 0.347 0.365 0.084
H 2.89215 1.27687 -1.44123 -0.218 0.053 0.236 0.064
H 1.46676 1.81074 0.01638 -0.283 0.030 0.064 0.054
H 0.27837 -1.10546 -2.72166 -0.168 -0.105 0.075 0.035
H 0.15289 -3.44432 1.38361 -0.178 0.037 -0.171 0.029
H 2.07121 0.41672 3.35615 -0.215 -0.397 -0.097 0.097
H 1.44362 -3.13046 2.54381 -0.144 -0.032 -0.233 0.066
H 4.02783 0.71656 0.21265 -0.212 -0.106 0.364 0.062
H 3.68097 -2.98617 2.00878 0.150 -0.132 -0.125 0.072
H 3.94806 -0.72136 -3.19507 0.160 0.340 -0.918 0.063
H 2.58094 0.96715 -3.10275 -0.119 -0.048 -0.203 0.085
H 1.63098 2.12084 1.71111 0.131 0.391 0.447 0.084
H 1.27963 -2.59846 -2.68808 -0.082 0.855 -0.132 0.063
H 1.39920 -4.66046 1.67549 -0.087 0.072 0.046 0.084
H 1.56576 -1.29879 -3.88546 0.009 -0.126 0.366 0.097
H 3.82261 1.26720 1.89166 0.125 -0.552 -0.286 0.094
```
Positions in Å, forces in eV/Å.

The total charge is -1. The value obtained for the calculated total energy is -184069.4554 eV. The largest force on an atom comes out at 2.43 eV/A. Its LUMO energy is 2.04 eV. The value obtained for the gap between HOMO and LUMO is 0.290 Eh. For the HOMO energy, the calculation gives -5.84 eV.

2.
A molecular structure, C22H27BrN4O4 at a distorted geometry, computed with ωB97M-V/def2-TZVPD.

Geometry as XYZ:
```
58
Properties=species:S:1:pos:R:3:forces:R:3:lowdin_charge:R:1
Br -4.76445 -0.45412 2.94215 -2.289 -1.139 0.136 0.810
O 2.80797 0.89544 1.31884 10.514 1.527 0.042 0.194
O 5.09621 -3.33010 0.84513 0.792 3.730 4.738 -0.092
O -0.32899 -1.97680 0.17189 -2.429 -8.912 -1.259 0.154
O -1.01291 -0.84329 -1.76781 -4.332 -4.848 -7.152 0.127
N 0.78666 1.58572 1.90459 -4.791 -8.076 -4.810 0.184
N 0.37787 2.67110 -4.65377 2.215 3.127 8.630 -0.198
N -0.35029 1.17935 -1.24035 1.268 4.647 0.118 0.107
N 1.07032 -0.36770 0.42723 16.222 1.790 4.078 0.114
C -2.33808 -0.60138 1.54487 7.109 12.195 7.303 0.127
C 0.66170 1.77407 -5.60198 2.641 -1.743 -2.200 -0.378
C -0.57216 1.84801 -2.49292 0.609 5.517 1.945 -0.115
C 1.13217 3.86430 -4.65490 -1.146 7.883 -1.789 -0.257
C -0.09212 -0.79550 0.26651 -8.046 9.895 2.213 -0.701
C 2.81497 4.04670 -4.83787 -5.403 -13.923 1.860 0.011
C 4.11960 -2.54670 0.25277 3.511 -5.311 -4.368 -0.320
C 5.41972 -2.66229 2.41076 -8.155 -11.609 -3.864 0.135
C -0.68452 -0.02063 -1.04115 3.318 -1.309 6.051 -0.503
C 4.11391 -3.03974 -1.09348 -3.960 3.200 -1.723 0.035
C 0.78304 2.19635 -3.25383 -5.943 -0.633 -0.056 -0.121
C 2.23680 -1.37671 0.08021 -8.225 5.267 -6.832 -0.153
C 3.03881 -2.49055 -2.01724 1.480 1.449 7.537 0.016
C -3.04666 0.14379 2.64391 -1.869 -9.840 -8.730 -0.743
C -0.86628 0.02452 1.45791 -9.047 -7.628 -3.480 0.050
C 3.25785 -1.67623 0.75920 3.669 -0.158 8.392 -0.049
C -1.36391 1.71389 3.09599 -5.897 -3.606 0.760 0.085
C 2.12951 -1.56353 -1.32093 0.254 -2.164 -4.010 0.003
C -0.39209 0.80335 -5.59206 -3.690 -1.841 -3.610 -0.086
C 1.73130 0.65309 1.38302 -12.572 -0.361 -1.471 -0.450
C -0.67900 1.15061 2.10611 6.496 2.327 0.499 -0.212
C -2.71190 1.02514 3.42148 13.785 5.721 -3.713 -0.144
H -1.37285 1.46584 -3.01463 -1.089 -1.660 -1.485 0.072
H 0.79579 2.48509 -6.33709 -0.470 0.492 -3.573 0.098
H 5.62266 -1.77661 2.46527 1.199 10.160 0.096 -0.021
H 1.28760 -1.08255 -2.10063 2.286 -1.206 2.847 0.166
H 3.13222 3.51230 -3.92804 0.719 0.445 -0.434 0.074
H 2.96567 3.42594 -5.68874 0.995 0.314 -0.902 0.055
H 4.91993 -3.67950 -1.39337 0.018 -0.265 -0.201 0.094
H 3.01291 -2.60381 -3.02990 -0.071 -0.580 -2.500 0.045
H -1.14454 2.95957 -2.18407 1.861 -2.687 -0.881 0.185
H 6.17586 -3.20514 2.67853 4.650 -3.179 1.230 0.009
H 0.25693 1.65438 -0.53276 -1.064 -0.677 -0.795 0.174
H -0.74139 -2.11338 -0.76085 0.377 0.299 1.019 0.167
H 1.28259 2.82015 -2.57164 0.903 1.353 0.084 0.094
H 2.86316 4.93264 -4.78854 1.584 12.106 -0.029 -0.068
H 1.66648 1.24873 -5.64734 -0.485 0.347 0.820 0.154
H 1.28080 1.32272 -3.33925 1.968 -2.991 -0.304 0.074
H 0.62031 4.56466 -5.52990 1.588 -1.663 1.350 0.136
H 4.51620 -3.24086 2.88414 1.509 2.290 -0.316 0.146
H 0.74670 4.74372 -3.73104 1.201 -3.187 -2.202 0.179
H -3.28873 1.31405 4.04367 -6.706 4.114 8.179 -0.010
H -1.47232 1.22264 -5.60121 1.915 -0.515 0.163 0.130
H -1.06349 2.41263 3.75689 1.318 2.434 1.654 0.076
H 3.42069 -1.38041 1.89321 -0.690 -0.562 -2.593 0.171
H -0.27085 0.12193 -4.82852 0.013 -1.060 2.448 0.039
H -2.61386 -1.39542 1.14071 -2.545 -6.773 -3.618 0.006
H 0.96999 2.29277 2.40072 2.900 6.549 4.698 0.030
H -0.34888 0.04909 -6.42091 0.030 0.930 0.012 0.096
```
Positions in Å, forces in eV/Å.

The total charge is 0. The value obtained for the calculated total energy is -107425.6976 eV. The largest force on an atom comes out at 16.82 eV/A. Its LUMO energy is -0.09 eV. The value obtained for the gap between HOMO and LUMO is 0.285 Eh. For the HOMO energy, the calculation gives -7.84 eV.

3.
C22H27ClN2O2 in the gas phase, computed with ωB97M-V/def2-TZVPD.

Geometry as XYZ:
```
54
Properties=species:S:1:pos:R:3:forces:R:3:lowdin_charge:R:1
Cl 0.60195 -0.36741 4.21485 -0.155 0.050 0.085 0.722
O -3.83660 -3.46947 -1.07569 0.330 0.045 -0.050 -0.086
O 2.43867 -1.87476 -0.16975 0.205 -0.216 -0.387 0.061
N -0.61594 1.90319 -1.48276 0.092 0.123 0.108 -0.128
N 1.26568 -0.29425 0.93681 -0.217 0.438 0.035 0.080
C -1.27065 -0.23036 -0.56051 -0.075 0.066 0.187 -0.191
C -0.51951 3.74145 -3.69150 -0.283 -0.043 0.060 -0.211
C -0.24331 1.42445 -2.79917 -0.277 -0.057 -0.226 -0.185
C 3.15397 -0.17310 5.01861 -0.001 0.057 0.035 -0.108
C 2.75225 -1.65888 3.14391 -0.055 0.035 0.225 -0.243
C 4.98858 -1.33407 4.00982 0.057 -0.007 -0.011 -0.075
C -0.93401 2.28316 -3.85598 0.322 -0.010 -0.028 -0.180
C 1.88488 -1.48369 0.83515 -0.149 -0.247 0.566 -0.500
C -5.20825 -3.38145 -0.78015 -0.210 0.023 0.052 -0.095
C 1.11198 0.61471 -0.17175 -0.181 0.228 -0.190 -0.115
C -0.37499 0.97855 -0.38682 0.181 -0.178 0.049 -0.265
C -0.13641 3.25259 -1.27111 -0.205 0.251 0.008 -0.202
C 1.84983 -2.29819 2.13314 0.036 -0.023 -0.332 -0.070
C -3.05796 -2.36655 -0.88559 0.185 0.033 -0.029 -0.278
C -3.50865 -1.14196 -0.40650 -0.298 -0.216 -0.019 -0.017
C -1.70829 -2.50844 -1.20501 -0.228 -0.141 -0.031 0.011
C -2.61639 -0.09625 -0.24965 0.265 -0.058 -0.042 -0.022
C -0.83023 -1.45572 -1.05041 -0.144 0.042 0.089 -0.031
C 4.50624 -0.45887 4.96837 -0.038 0.012 -0.004 -0.083
C 4.11833 -1.92393 3.11294 -0.045 0.039 0.046 -0.024
C 2.29498 -0.76554 4.10841 0.227 -0.103 0.038 -0.584
C -0.82131 4.18851 -2.26540 0.329 0.027 0.003 -0.186
H -0.47852 5.21190 -2.10210 -0.031 0.045 0.020 0.108
H -1.05047 4.37193 -4.40710 0.069 0.033 -0.042 0.106
H -0.38025 3.55682 -0.24960 0.066 -0.033 0.016 0.122
H -5.70589 -2.62629 -1.39754 0.019 -0.018 0.036 0.095
H 0.82328 -2.34985 2.49605 0.035 -0.068 -0.001 0.099
H -5.62295 -4.36205 -1.00887 -0.020 0.088 0.031 0.092
H 5.17708 0.00317 5.67605 0.056 0.042 0.067 0.104
H -5.37910 -3.15554 0.27773 0.003 0.007 -0.046 0.094
H 0.95845 3.33117 -1.40202 -0.020 0.024 0.056 0.122
H 1.53770 0.12922 -1.05077 0.004 0.085 0.054 0.118
H -0.71021 1.50114 0.52161 0.025 -0.047 -0.075 0.144
H 0.80623 -0.04826 1.80111 0.045 -0.156 -0.027 0.077
H 6.04324 -1.55807 3.96262 0.093 -0.027 -0.009 0.105
H 2.76319 0.50852 5.75840 -0.058 0.043 0.043 0.102
H 1.67597 1.53415 0.02658 -0.024 -0.090 -0.151 0.127
H -2.97902 0.85209 0.11922 -0.040 0.128 0.042 0.117
H -1.89825 4.15211 -2.09527 -0.050 0.041 0.063 0.114
H 4.49214 -2.60349 2.36212 0.037 -0.090 -0.091 0.122
H 2.20328 -3.30211 1.89867 -0.062 0.083 -0.024 0.128
H 0.55167 3.83976 -3.88512 0.055 0.038 -0.050 0.111
H 0.20406 -1.61048 -1.31245 0.193 -0.005 -0.014 0.105
H -1.36712 -3.46064 -1.57923 0.043 -0.127 -0.053 0.120
H -0.56591 0.38658 -2.89620 0.090 0.023 -0.033 0.119
H -4.54572 -0.98939 -0.15143 -0.098 -0.026 0.017 0.101
H -2.01365 2.19469 -3.72706 -0.056 -0.064 -0.026 0.116
H 0.84893 1.46929 -2.95838 -0.010 -0.067 0.002 0.128
H -0.67300 1.91991 -4.85127 -0.033 -0.031 -0.041 0.109
```
Positions in Å, forces in eV/Å.

The total charge is 0. The value obtained for the calculated total energy is -42850.6259 eV. The largest force on an atom comes out at 0.64 eV/A. Its LUMO energy is 0.64 eV. Its SMILES is COc1ccc([C@@H](CNC(=O)Cc2ccccc2Cl)N2CCCCC2)cc1. The value obtained for the gap between HOMO and LUMO is 0.322 Eh. For the HOMO energy, the calculation gives -8.12 eV.

4.
C22H27F2NO3 in the gas phase at a distorted geometry, computed with ωB97M-V/def2-TZVPD.

Geometry as XYZ:
```
55
Properties=species:S:1:pos:R:3:forces:R:3:lowdin_charge:R:1
F 5.74826 -3.14682 -0.50825 0.007 0.108 -0.326 0.085
F 4.90020 -2.83855 1.44726 -0.208 0.183 0.186 0.084
O -5.17778 -2.47874 -0.40265 0.198 0.252 0.173 -0.083
O 5.83945 -1.08733 0.39387 -0.446 0.868 -0.340 0.077
O -2.21248 2.87758 -0.97772 -0.021 0.332 -0.383 -0.065
N 0.43411 2.08260 -0.76256 -0.031 0.036 -0.114 -0.171
C -1.79549 0.24476 1.73036 0.073 0.151 -0.251 -0.092
C -0.13403 0.97027 -0.01817 -0.267 -0.019 0.125 -0.135
C -1.21452 -1.95924 0.66088 0.059 -0.081 -0.020 -0.062
C -0.87452 2.56327 1.75554 -0.034 0.042 -0.297 -0.128
C 2.56184 0.89655 -1.28499 -0.037 0.045 -0.051 -0.215
C -1.57056 -3.09432 -0.03963 0.100 0.073 0.039 -0.075
C 0.98000 3.07525 0.14775 -0.153 0.310 0.121 -0.182
C -2.17445 -1.00241 0.98260 -0.155 -0.150 0.094 -0.227
C -0.14547 3.66567 0.99263 0.159 0.004 0.096 -0.160
C -3.85393 -2.37543 -0.09581 0.062 0.090 0.050 -0.266
C -1.32868 1.41949 0.83510 -0.034 0.043 0.045 -0.402
C 2.50959 -0.48061 -1.11982 0.156 0.177 -0.013 -0.028
C 5.88376 -2.39934 0.61827 0.758 -1.209 0.535 -0.469
C -2.49685 1.83930 -0.07914 -0.058 -0.417 0.116 -0.203
C -3.48770 -1.22860 0.60890 -0.058 -0.178 -0.070 0.033
C 3.56895 -1.18416 -0.56989 0.023 -0.221 0.044 0.001
C 1.36467 1.65587 -1.80268 0.046 -0.040 -0.025 -0.135
C -2.88255 -3.31174 -0.42817 -0.319 -0.121 -0.134 -0.029
C -5.61912 -3.61717 -1.09996 -0.065 -0.198 -0.121 -0.092
C 3.71587 1.56699 -0.89202 -0.068 -0.153 -0.048 -0.033
C 4.78095 0.88136 -0.34366 0.155 -0.290 0.118 0.008
C 4.70319 -0.49517 -0.17801 0.091 0.096 0.034 -0.211
H -1.31796 2.71277 -1.32359 0.040 0.046 0.083 0.068
H -5.14839 -3.69394 -2.08567 -0.008 -0.005 0.048 0.095
H -0.47014 0.21526 -0.73362 0.060 -0.054 0.021 0.131
H 6.85337 -2.64788 1.07765 -0.334 0.197 -0.176 0.174
H -0.19820 2.15171 2.51078 0.004 -0.042 0.076 0.121
H -0.84772 4.18902 0.34535 0.079 0.048 0.050 0.107
H -1.73892 2.98209 2.27372 -0.051 -0.041 0.097 0.124
H 5.67975 1.39181 -0.03777 0.120 0.071 0.036 0.121
H 1.69226 2.55431 -2.33316 -0.020 -0.078 -0.037 0.126
H -0.98498 0.00490 2.42274 -0.017 0.052 0.058 0.125
H -0.18919 -1.81905 0.96873 0.136 0.038 0.050 0.108
H -5.42876 -4.53507 -0.53398 0.005 0.037 -0.031 0.095
H -2.64968 0.58817 2.31705 0.008 0.026 0.090 0.129
H 0.62099 0.50870 0.64157 0.000 -0.058 -0.044 0.135
H -3.13096 -4.20834 -0.97343 -0.065 -0.068 -0.044 0.100
H -0.81997 -3.83087 -0.28720 0.058 -0.067 -0.014 0.104
H -2.82751 0.94964 -0.63822 -0.018 0.106 0.139 0.120
H 3.48757 -2.25346 -0.45962 0.058 -0.028 0.022 0.113
H 1.44910 3.86532 -0.44415 0.071 -0.034 0.021 0.124
H 0.80312 1.02785 -2.50106 0.066 0.059 -0.018 0.129
H -3.33598 2.18671 0.53207 0.000 -0.117 0.074 0.132
H 0.27406 4.38511 1.69854 0.026 0.031 0.002 0.113
H -6.69316 -3.48853 -1.22473 0.075 -0.056 -0.018 0.092
H 1.74679 2.63532 0.80953 0.004 0.017 -0.065 0.127
H 3.78561 2.63677 -1.02253 0.004 0.124 -0.012 0.115
H 1.62979 -1.02517 -1.42956 -0.122 -0.060 -0.035 0.115
H -4.26359 -0.52245 0.86052 -0.111 0.123 0.039 0.129
```
Positions in Å, forces in eV/Å.

The total charge is 0. The value obtained for the calculated total energy is -36319.9045 eV. The largest force on an atom comes out at 1.52 eV/A. Its LUMO energy is 0.70 eV. Its SMILES is COc1cccc(C[C@@]2(CO)CCCN(Cc3ccc(OC(F)F)cc3)C2)c1. The value obtained for the gap between HOMO and LUMO is 0.340 Eh. For the HOMO energy, the calculation gives -8.54 eV.